1.
A molecular structure, C24H44CeN3OP2 in a non-equilibrium geometry. Source: OMol25; level of theory: ωB97M-V with the def2-TZVPD basis set.

```
75
Properties=species:S:1:pos:R:3:mulliken_charge:R:1
Ce -0.23 -0.01 -0.49 -0.678
P 0.07 -2.64 -1.33 0.530
P 0.07 2.70 -1.00 0.515
N 1.73 0.03 -1.43 0.283
C 1.74 -2.47 -2.08 -0.829
H 2.32 -3.37 -1.80 0.442
H 1.62 -2.49 -3.17 0.525
C 2.54 -1.20 -1.71 -0.789
H 3.23 -1.44 -0.86 0.230
H 3.21 -0.96 -2.56 0.579
C 2.54 1.29 -1.51 -0.767
H 3.24 1.15 -2.35 0.570
H 3.19 1.42 -0.61 0.226
C 1.75 2.60 -1.74 -0.836
H 1.65 2.76 -2.83 0.521
H 2.33 3.43 -1.33 0.437
C 0.22 3.43 0.70 0.636
C -0.94 3.07 1.64 -1.126
H -0.65 3.32 2.67 0.443
H -1.18 2.00 1.66 0.108
H -1.86 3.61 1.38 0.283
C -1.22 3.52 -1.99 0.756
C -2.62 3.52 -1.33 -1.319
H -3.36 3.82 -2.08 0.484
H -2.69 4.21 -0.47 0.283
H -2.92 2.52 -0.97 0.210
C -1.22 -3.33 -2.41 0.801
C -2.61 -3.41 -1.75 -1.320
H -3.36 -3.61 -2.54 0.481
H -2.92 -2.46 -1.28 0.205
H -2.68 -4.19 -0.98 0.284
C 0.23 -3.53 0.28 0.628
C -0.90 -3.25 1.28 -1.103
H -0.63 -3.70 2.25 0.477
H -1.86 -3.68 0.96 0.228
H -1.07 -2.18 1.48 0.116
C -2.86 -0.03 0.23 0.439
C -0.78 4.88 -2.53 -1.408
H -0.70 5.65 -1.75 0.267
H 0.19 4.81 -3.04 0.387
H -1.52 5.21 -3.28 0.453
C -0.79 -4.61 -3.12 -1.430
H -1.53 -4.83 -3.90 0.460
H 0.18 -4.47 -3.62 0.383
H -0.70 -5.47 -2.45 0.277
C 0.48 -5.03 0.11 -1.545
H 0.78 -5.44 1.09 0.433
H -0.41 -5.57 -0.23 0.334
H 1.30 -5.23 -0.59 0.378
C 0.51 4.93 0.71 -1.572
H -0.37 5.53 0.45 0.343
H 0.81 5.21 1.73 0.437
H 1.33 5.20 0.04 0.369
H 1.13 2.93 1.08 0.124
H 1.15 -3.09 0.70 0.109
H -1.31 2.85 -2.86 0.375
H -1.31 -2.55 -3.19 0.357
O -4.00 -0.05 0.45 -0.155
H -0.34 0.02 -3.43 0.004
H -1.09 0.11 -3.24 0.222
N 2.69 -0.30 3.09 -0.016
C 2.26 -0.22 1.81 -0.740
N 0.92 -0.18 1.76 0.636
C 0.48 -0.25 3.10 0.304
C -0.81 -0.06 3.60 -0.165
C -0.95 0.13 4.98 -0.890
C 0.15 0.07 5.84 -0.630
C 1.45 -0.15 5.33 -0.845
C 1.57 -0.32 3.95 0.525
H 3.66 -0.35 3.39 0.291
H 2.91 -0.16 0.95 0.376
H -1.64 -0.03 2.89 0.254
H -1.94 0.33 5.40 0.451
H 0.01 0.21 6.92 0.440
H 2.32 -0.19 5.98 0.449
```

Values from the calculation:
E: -2337.2264 Ha
charge: +3
multiplicity: 1
orbital gap (alpha / beta): 5.996 / 5.993 eV



2.
A molecular structure, C14H41AgO16 in a non-equilibrium geometry. Source: OMol25; level of theory: ωB97M-V with the def2-TZVPD basis set.

```
72
Properties=species:S:1:pos:R:3:mulliken_charge:R:1
Ag -1.08 0.85 3.28 0.606
O -0.48 -0.04 -0.85 0.058
C -0.63 0.22 0.43 1.031
O -1.08 1.32 0.73 -1.050
O -0.48 -0.64 1.29 -0.900
H -0.79 0.87 -0.94 -0.001
C -1.11 3.81 -2.23 -0.036
O -0.41 5.10 -2.51 -0.567
H -0.47 3.09 -1.72 -0.004
H -1.63 4.13 -1.32 0.038
H -1.79 3.57 -3.04 0.271
H -0.78 5.87 -2.08 0.290
C -3.68 -1.99 -0.60 0.424
C -4.50 -0.75 -0.59 -0.579
O -5.80 -0.97 -1.16 -0.563
O -4.22 -3.08 0.28 -0.542
H -2.76 -1.68 -0.11 -0.244
H -3.55 -2.33 -1.63 0.169
H -4.12 0.11 -1.12 0.309
H -4.52 -0.31 0.41 0.345
H -5.98 -0.53 -1.99 0.322
H -5.15 -2.87 0.20 0.355
C -4.23 2.92 1.53 -0.485
C -3.40 4.13 2.13 -0.490
O -2.17 4.36 1.51 -0.417
O -3.55 1.72 1.89 -0.470
H -4.49 3.02 0.47 0.300
H -5.11 2.80 2.16 0.332
H -3.21 4.02 3.19 0.291
H -4.04 5.01 2.08 0.415
H -1.90 5.25 1.75 0.260
H -2.79 1.59 1.32 0.434
C 3.32 1.80 3.02 -0.445
C 2.39 0.65 3.00 0.373
O 1.32 0.70 3.93 -0.496
O 3.89 1.88 4.36 -0.578
H 3.06 2.85 2.99 0.323
H 4.20 1.66 2.39 0.275
H 2.95 -0.26 3.26 0.262
H 1.92 0.45 2.04 -0.174
H 1.67 0.73 4.82 0.287
H 4.67 2.44 4.31 0.296
C 1.13 -4.15 -3.14 -0.747
C 0.64 -3.00 -2.29 0.299
O -0.29 -2.15 -2.91 -0.618
O 1.82 -3.75 -4.28 -0.561
H 0.33 -4.80 -3.51 0.370
H 1.79 -4.83 -2.61 0.232
H 1.47 -2.32 -2.11 0.113
H 0.23 -3.37 -1.35 0.181
H -0.37 -1.48 -2.23 0.461
H 1.21 -3.42 -4.94 0.320
C 3.33 1.41 -1.54 -0.307
C 2.24 1.41 -2.65 0.041
O 2.22 0.20 -3.44 -0.466
O 4.69 1.32 -1.94 -0.538
H 3.15 0.55 -0.90 0.111
H 3.24 2.29 -0.90 0.312
H 2.52 2.24 -3.30 0.413
H 1.29 1.76 -2.25 -0.208
H 3.10 -0.12 -3.61 0.345
H 4.76 1.79 -2.77 0.341
C 1.54 -3.59 1.83 -0.325
C 2.37 -4.88 1.42 -0.424
O 3.71 -4.87 1.96 -0.550
O 2.09 -2.36 1.27 -0.534
H 1.61 -3.42 2.90 0.356
H 0.49 -3.71 1.55 0.313
H 2.56 -5.11 0.38 0.175
H 2.03 -5.85 1.79 0.369
H 4.23 -5.56 1.56 0.295
H 1.39 -1.72 1.15 0.207
```

Values from the calculation:
E: -1908.5903 Ha
charge: 0
multiplicity: 1
orbital gap: 8.315 eV



3.
A gas-phase ion, C5H9N2 (charge +1) in a non-equilibrium geometry. Source: OMol25; level of theory: ωB97M-V with the def2-TZVPD basis set.

```
16
Properties=species:S:1:pos:R:3:mulliken_charge:R:1
C 0.83 1.98 0.23 -1.099
C 1.31 0.55 0.43 -0.480
C 0.26 -0.44 0.05 0.278
C -0.05 -0.92 -1.18 -0.486
N -1.29 -1.51 -1.05 -0.032
C -1.72 -1.43 0.20 -0.189
N -0.73 -0.89 0.92 -0.030
H 0.98 2.34 -0.79 0.328
H -0.23 2.14 0.44 0.343
H 1.42 2.70 0.82 0.343
H 2.24 0.33 -0.09 0.333
H 1.48 0.43 1.51 0.290
H 0.51 -0.65 -2.05 0.403
H -1.91 -1.64 -1.84 0.292
H -2.66 -1.84 0.53 0.404
H -0.47 -1.15 1.86 0.302
```

Values from the calculation:
E: -305.1910 Ha
charge: +1
multiplicity: 1
orbital gap: 10.683 eV
SMILES: CCc1c[nH]c[nH+]1